The following is a DFT calculation (ωB97M-V/def2-TZVPD) of C33H36N11O5OsS as an isolated structure in a non-equilibrium geometry.

Summary:
Frontier orbital gap (spin up / spin down)   5.39 / 5.39 eV
Total charge   +3
Energy relative to the best compared isomer or geometry (same formula, charge and spin)   6.8 kcal per mole

Positions of all 87 atoms, in Å:
Os -0.69 1.96 -1.16
C -2.07 1.05 6.94
C -1.57 1.32 5.56
C -1.71 0.36 4.55
C -1.23 0.58 3.27
C -0.60 1.80 3.01
C -0.42 2.77 4.00
C -0.93 2.52 5.26
S 0.04 2.16 1.46
O 1.38 2.68 1.57
O -0.13 0.92 0.55
N -0.91 3.07 0.53
C -0.64 4.49 0.33
C 0.18 4.66 -0.95
O 0.88 5.55 -1.25
O 0.06 3.55 -1.80
H -2.79 0.23 6.97
H -2.54 1.94 7.37
H -1.24 0.78 7.59
H -2.18 -0.59 4.78
H -1.30 -0.20 2.52
H 0.11 3.69 3.79
H -0.80 3.27 6.03
H -0.11 4.97 1.15
H -1.59 5.02 0.18
C 0.60 -1.92 -4.95
N 0.24 -0.58 -4.42
C -0.49 -0.30 -3.36
N -0.36 0.99 -3.05
C 0.47 1.46 -4.03
N 0.87 0.53 -4.86
C 1.50 -2.60 -3.94
C 2.84 -2.89 -4.19
C 3.63 -3.44 -3.19
C 3.12 -3.66 -1.92
C 1.77 -3.36 -1.67
C 0.97 -2.89 -2.69
C 1.20 -3.46 -0.32
N 1.79 -3.65 0.80
N 0.81 -3.53 1.78
C -0.29 -3.28 1.17
O -0.13 -3.20 -0.18
C -1.61 -2.99 1.73
C -1.91 -3.37 3.04
C -3.15 -3.04 3.57
C -4.07 -2.30 2.83
C -3.76 -1.91 1.53
C -4.75 -1.07 0.75
N -4.03 -0.16 -0.16
C -3.04 0.64 0.16
N -2.48 1.10 -0.98
C -3.27 0.56 -1.98
N -4.19 -0.22 -1.51
C -2.55 -2.28 0.98
H 1.09 -1.74 -5.91
H -0.32 -2.47 -5.12
H -1.09 -1.02 -2.82
H 0.75 2.50 -4.12
H 3.26 -2.70 -5.17
H 4.66 -3.70 -3.40
H 3.73 -4.07 -1.13
H -0.08 -2.75 -2.49
H -1.19 -3.93 3.61
H -3.40 -3.36 4.57
H -5.02 -2.03 3.27
H -5.38 -0.47 1.41
H -5.40 -1.66 0.10
H -2.71 0.85 1.16
H -3.14 0.76 -3.03
H -2.30 -2.02 -0.04
N 4.61 0.83 -1.68
C 3.70 -0.07 -0.88
C 2.26 0.19 -1.29
N 1.88 1.60 -1.16
C 2.78 2.47 -1.94
C 4.24 2.28 -1.54
H 4.58 0.56 -2.67
H 5.58 0.69 -1.38
H 3.87 0.18 0.17
H 3.99 -1.10 -1.06
H 1.61 -0.42 -0.66
H 2.10 -0.13 -2.32
H 1.94 1.89 -0.19
H 2.51 3.51 -1.81
H 2.66 2.23 -3.00
H 4.41 2.55 -0.50
H 4.90 2.87 -2.17

Atomic partial charges in e from the Mulliken method, atoms 1 to 8:
1. Os 2.10
2. C -1.62
3. C 0.57
4. C -0.82
5. C -0.08
6. C 0.05
7. C -0.90
8. C -0.93

---

The following is a DFT calculation (ωB97M-V/def2-TZVPD) of C33H36N2O8P2SZr as an isolated structure in a non-equilibrium geometry.

Summary:
Frontier orbital gap   8.07 eV
Energy relative to the best compared isomer or geometry (same formula, charge and spin)   40.2 kcal per mole

Positions of all 83 atoms, in Å:
Zr -0.16 0.13 0.10
C 1.67 -4.04 3.91
C 2.41 -4.91 2.89
C 3.92 -4.70 3.07
C 2.06 -6.37 3.19
C 2.07 -4.56 1.45
C 2.62 -5.37 0.43
C 2.43 -5.10 -0.91
C 1.68 -3.99 -1.25
S 1.30 -3.39 -2.83
C 0.47 -2.04 -2.07
N 0.44 -2.08 -0.77
C 1.13 -3.15 -0.27
C 1.33 -3.45 1.09
C 0.03 -0.91 -2.85
C -0.27 -1.04 -4.21
C -0.53 0.09 -4.95
C -0.41 1.34 -4.35
C -0.12 1.45 -3.00
C 0.09 0.34 -2.17
H 2.00 -4.32 4.91
H 0.60 -4.22 3.86
H 1.85 -2.98 3.78
H 4.19 -4.76 4.12
H 4.23 -3.73 2.69
H 4.48 -5.46 2.54
H 2.28 -6.59 4.23
H 2.62 -7.06 2.58
H 1.00 -6.55 3.02
H 3.21 -6.23 0.69
H 2.86 -5.73 -1.67
H 0.86 -2.78 1.80
H -0.33 -2.03 -4.65
H -0.81 0.01 -5.99
H -0.56 2.23 -4.94
H -0.03 2.44 -2.57
N 3.06 -0.70 3.13
C 3.24 0.46 2.21
C 4.28 1.43 2.68
P 3.49 -0.22 0.47
O 3.97 -1.74 0.99
O 4.57 0.44 -0.27
O 2.12 -0.37 -0.12
P 1.51 1.10 2.03
O 1.37 1.91 3.42
O 1.24 1.93 0.83
O 0.73 -0.21 2.17
H 3.54 -1.51 2.71
H 2.00 -0.84 3.04
H 3.36 -0.51 4.08
H 5.25 0.94 2.79
H 3.98 1.89 3.63
H 4.37 2.20 1.93
H 4.17 -2.27 0.22
H 0.44 2.15 3.49
C -1.56 3.81 2.99
C -1.56 2.87 1.80
O -1.02 1.75 1.92
C -2.24 3.31 0.61
C -2.89 4.56 0.53
C -3.58 4.95 -0.59
C -3.68 4.06 -1.67
C -3.06 2.85 -1.65
C -2.28 2.43 -0.53
O -1.68 1.29 -0.57
H -1.04 3.36 3.84
H -2.59 4.02 3.29
H -1.08 4.75 2.74
H -2.85 5.23 1.37
H -4.04 5.92 -0.64
H -4.27 4.35 -2.53
H -3.13 2.16 -2.47
C -4.32 -2.56 1.53
C -4.28 -1.17 1.50
C -3.11 -0.51 1.17
C -1.91 -1.16 0.83
C -2.00 -2.56 0.89
C -3.16 -3.25 1.24
H -5.23 -3.08 1.78
H -5.18 -0.61 1.73
H -3.16 0.58 1.18
H -1.14 -3.18 0.66
H -3.15 -4.33 1.28

Atomic partial charges in e from the Mulliken method, atoms 1 to 8:
1. Zr -0.56
2. C -1.73
3. C 2.37
4. C -1.57
5. C -1.98
6. C -0.23
7. C -0.61
8. C -1.46

---

The following is a DFT calculation (ωB97M-V/def2-TZVPD) of C33H36N2O8PTl as an isolated structure in a non-equilibrium geometry.

Summary:
Frontier orbital gap   7.77 eV
Energy relative to the best compared isomer or geometry (same formula, charge and spin)   12.6 kcal per mole

Positions of all 81 atoms, in Å:
Tl -0.71 0.31 -0.59
C -3.51 -1.69 -2.10
C -3.84 -1.89 -0.62
O -2.61 -1.86 0.08
C -2.68 -1.89 1.48
C -3.31 -0.63 2.13
O -3.52 0.37 1.16
C -3.30 1.69 1.59
C -3.52 2.62 0.38
O -2.99 2.10 -0.82
C -3.94 1.45 -1.64
C -3.25 0.64 -2.75
O -2.68 -0.58 -2.34
H -4.43 -1.64 -2.69
H -2.92 -2.56 -2.43
H -4.35 -2.86 -0.48
H -4.50 -1.10 -0.25
H -1.63 -1.96 1.79
H -3.21 -2.79 1.82
H -2.62 -0.26 2.91
H -4.27 -0.87 2.61
H -2.26 1.78 1.95
H -3.99 1.97 2.40
H -3.00 3.57 0.58
H -4.59 2.82 0.26
H -4.58 2.21 -2.11
H -4.58 0.79 -1.04
H -2.40 1.22 -3.12
H -3.97 0.47 -3.55
N 1.94 0.13 2.68
P 0.80 1.31 2.17
C 1.25 2.56 3.44
C 0.23 3.21 4.12
C 0.52 4.16 5.09
C 1.84 4.45 5.38
C 2.87 3.81 4.70
C 2.57 2.88 3.72
C 1.67 2.10 0.75
C 1.15 3.31 0.28
C 1.74 3.94 -0.80
C 2.82 3.37 -1.44
C 3.31 2.15 -1.00
C 2.73 1.51 0.08
C 1.77 -1.17 2.30
C 2.46 -2.23 2.90
C 2.24 -3.51 2.42
C 1.37 -3.69 1.35
C 0.72 -2.58 0.83
N 0.90 -1.35 1.30
H 2.56 0.31 3.45
H -0.80 2.96 3.90
H -0.28 4.65 5.62
H 2.08 5.19 6.14
H 3.90 4.05 4.92
H 3.37 2.41 3.17
H 0.29 3.75 0.77
H 1.34 4.88 -1.15
H 3.28 3.86 -2.29
H 4.14 1.69 -1.52
H 3.10 0.55 0.40
H 3.14 -2.05 3.73
H 2.74 -4.35 2.87
H 1.21 -4.67 0.93
H 0.03 -2.67 0.01
O 2.17 0.98 -4.23
C 1.42 0.33 -3.51
O 0.59 0.78 -2.68
C 1.51 -1.21 -3.61
C 0.54 -2.01 -3.03
C 0.61 -3.40 -3.06
C 1.68 -3.95 -3.72
O 2.00 -5.28 -3.89
C 3.14 -5.29 -4.72
O 3.60 -3.97 -4.91
C 2.65 -3.16 -4.33
C 2.59 -1.79 -4.28
H -0.31 -1.53 -2.55
H -0.15 -4.02 -2.61
H 2.88 -5.74 -5.70
H 3.94 -5.90 -4.26
H 3.32 -1.16 -4.76

Atomic partial charges in e from the Mulliken method, atoms 1 to 8:
1. Tl 1.54
2. C -0.89
3. C -0.47
4. O -0.05
5. C -0.27
6. C -0.68
7. O -0.19
8. C -0.07

---

The following is a DFT calculation (ωB97M-V/def2-TZVPD) of C33H37AlGeN2O6 as an isolated structure.

Summary:
Frontier orbital gap (spin up / spin down)   5.65 / 4.74 eV
Total charge   -2
Energy relative to the best compared isomer or geometry (same formula, charge and spin)   0.0 kcal per mole

Positions of all 80 atoms, in Å:
Al 0.65 0.10 -0.52
O -0.80 1.85 2.80
C -0.20 1.90 1.73
O -0.23 0.98 0.84
C 0.68 3.14 1.52
C 2.00 2.91 2.28
C 2.70 4.26 2.54
C 3.30 4.55 1.13
C 2.76 3.35 0.34
O 2.84 2.30 1.30
C 1.24 3.55 0.11
C 0.74 2.82 -1.15
O 0.03 3.44 -1.92
O 1.20 1.62 -1.34
H 0.12 3.96 1.97
H 1.90 2.27 3.16
H 3.47 4.16 3.30
H 1.99 5.02 2.86
H 4.39 4.51 1.16
H 2.99 5.50 0.71
H 3.32 3.08 -0.55
H 1.01 4.59 -0.07
O 2.05 -0.52 0.32
C 3.08 -0.75 1.09
C 2.92 -0.81 2.57
C 3.74 -1.94 3.23
C 4.01 -3.14 2.32
C 5.19 -2.94 1.37
C 4.90 -2.04 0.17
N 4.38 -0.71 0.52
H 1.85 -0.95 2.76
H 3.20 0.16 3.05
H 3.21 -2.28 4.13
H 4.70 -1.55 3.58
H 3.11 -3.36 1.74
H 4.21 -4.02 2.94
H 5.54 -3.91 1.00
H 6.02 -2.49 1.94
H 4.14 -2.51 -0.46
H 5.80 -1.92 -0.43
H 5.04 -0.23 1.13
N 2.58 -1.01 -3.16
H 2.79 -0.15 -2.67
H 1.59 -0.92 -3.40
H 2.54 -1.71 -2.42
C -0.30 -1.23 -1.54
Ge -2.16 -1.00 -1.25
C -2.95 -1.97 0.29
C -3.81 -3.07 0.13
C -4.30 -3.77 1.23
C -3.94 -3.39 2.52
C -3.08 -2.32 2.70
C -2.58 -1.62 1.60
C -2.99 0.82 -1.13
C -3.11 1.58 -2.30
C -3.49 2.92 -2.26
C -3.78 3.52 -1.05
C -3.68 2.79 0.13
C -3.29 1.45 0.08
C -3.20 -1.70 -2.83
C -2.50 -2.27 -3.89
C -3.14 -2.64 -5.07
C -4.51 -2.45 -5.21
C -5.23 -1.89 -4.15
C -4.58 -1.52 -2.98
H -4.09 -3.38 -0.87
H -4.97 -4.61 1.08
H -4.32 -3.94 3.37
H -2.78 -2.02 3.70
H -1.89 -0.80 1.75
H -2.87 1.13 -3.25
H -3.56 3.48 -3.18
H -4.04 4.58 -1.01
H -3.89 3.26 1.08
H -3.19 0.91 1.01
H -1.42 -2.40 -3.78
H -2.57 -3.07 -5.89
H -5.02 -2.73 -6.13
H -6.30 -1.73 -4.25
H -5.15 -1.07 -2.18

Atomic partial charges in e from the Mulliken method, atoms 1 to 8:
1. Al -0.56
2. O -0.78
3. C 0.03
4. O 0.49
5. C -0.14
6. C -0.17
7. C -1.22
8. C -1.00

---

The following is a DFT calculation (ωB97M-V/def2-TZVPD) of C33H37AsN2O6PS7SeTc as an isolated structure.

Summary:
Frontier orbital gap   6.61 eV
Total charge   +2
Energy relative to the best compared isomer or geometry (same formula, charge and spin)   0.0 kcal per mole

Positions of all 89 atoms, in Å:
Tc -0.44 0.50 -1.48
S 1.70 1.30 -0.98
C 2.44 0.00 -0.19
N 3.41 0.14 0.69
C 3.84 -1.02 1.49
C 3.94 -2.22 0.60
N 2.65 -2.42 -0.09
C 2.22 -3.83 -0.24
C 2.03 -4.46 1.12
C 2.81 -5.54 1.51
C 2.64 -6.09 2.78
C 1.70 -5.57 3.64
C 0.91 -4.49 3.25
C 1.08 -3.94 1.99
C 1.98 -1.39 -0.54
S 0.67 -1.58 -1.59
C 3.95 1.47 1.06
C 5.44 1.43 1.28
C 5.97 1.45 2.57
C 7.34 1.40 2.76
C 8.19 1.32 1.66
C 7.67 1.31 0.38
C 6.30 1.36 0.19
H 3.11 -1.19 2.29
H 4.80 -0.80 1.93
H 4.17 -3.11 1.17
H 4.72 -2.06 -0.15
H 2.97 -4.36 -0.83
H 1.29 -3.83 -0.80
H 3.55 -5.96 0.83
H 3.24 -6.94 3.08
H 1.57 -6.00 4.63
H 0.16 -4.09 3.92
H 0.44 -3.11 1.67
H 3.43 1.82 1.95
H 3.72 2.15 0.24
H 5.31 1.52 3.43
H 7.75 1.42 3.76
H 9.26 1.28 1.81
H 8.33 1.26 -0.48
H 5.89 1.36 -0.82
S 1.61 3.01 -6.26
As 1.94 2.22 -4.46
S -0.64 2.04 -3.34
S -0.51 0.10 -3.87
S 1.32 -0.15 -4.73
O -2.55 -0.32 -1.82
S -3.73 -0.17 -0.99
C -4.85 -1.43 -1.40
C -5.69 -1.94 -0.41
C -6.60 -2.91 -0.78
C -6.66 -3.35 -2.10
C -5.81 -2.82 -3.07
C -4.89 -1.85 -2.73
C -4.54 1.34 -1.23
C -5.38 1.81 -0.23
C -6.13 2.95 -0.49
C -6.01 3.59 -1.72
C -5.16 3.10 -2.70
C -4.41 1.95 -2.47
H -5.62 -1.60 0.61
H -7.26 -3.34 -0.04
H -7.38 -4.11 -2.38
H -5.86 -3.17 -4.09
H -4.21 -1.44 -3.47
H -5.45 1.31 0.73
H -6.80 3.34 0.27
H -6.60 4.48 -1.92
H -5.07 3.60 -3.65
H -3.75 1.55 -3.23
C 0.02 3.30 1.45
P -1.20 3.41 0.14
C -0.54 4.54 -1.09
C -2.63 4.19 0.85
O -1.60 2.08 -0.51
H 0.61 4.22 1.45
H 0.67 2.45 1.27
H -0.48 3.18 2.41
H -0.41 5.54 -0.66
H -1.22 4.60 -1.93
H 0.44 4.17 -1.43
H -2.32 5.12 1.33
H -3.05 3.52 1.61
H -3.37 4.40 0.08
O -3.51 -0.33 0.48
Se -1.90 -0.17 1.65
O -2.22 1.24 2.33
O -0.67 -0.23 0.56
O -2.09 -1.53 2.46

Atomic partial charges in e from the Mulliken method, atoms 1 to 8:
1. Tc 1.05
2. S -0.09
3. C 0.05
4. N 0.30
5. C -0.46
6. C -0.83
7. N 0.16
8. C -1.13

---

The following is a DFT calculation (ωB97M-V/def2-TZVPD) of C33H37AuClN5OPSe as an isolated structure.

Summary:
Frontier orbital gap (spin up / spin down)   7.76 / 6.65 eV
Multiplicity   3
⟨S²⟩   2.01
Total charge   +1

Positions of all 80 atoms, in Å:
Au 1.59 -3.11 -0.62
N -0.36 -4.37 1.54
P -0.34 -2.71 1.09
C -2.00 -2.27 1.71
C -2.26 -2.22 3.08
C -3.54 -1.90 3.52
C -4.54 -1.62 2.60
C -4.28 -1.67 1.24
C -3.01 -1.99 0.80
C 0.78 -1.95 2.31
C 1.50 -2.68 3.25
C 2.40 -2.03 4.09
C 2.58 -0.66 4.00
C 1.86 0.08 3.06
C 0.98 -0.57 2.21
C 0.34 -5.39 0.94
C 0.16 -6.71 1.40
C 0.83 -7.73 0.78
C 1.67 -7.45 -0.29
C 1.82 -6.15 -0.68
N 1.18 -5.12 -0.07
H -1.05 -4.66 2.21
H -1.47 -2.39 3.80
H -3.75 -1.85 4.58
H -5.54 -1.36 2.95
H -5.07 -1.45 0.53
H -2.79 -2.04 -0.27
H 1.37 -3.75 3.33
H 2.95 -2.60 4.83
H 3.28 -0.16 4.65
H 2.00 1.15 2.98
H 0.41 0.00 1.48
H -0.52 -6.89 2.23
H 0.70 -8.75 1.13
H 2.21 -8.23 -0.81
H 2.46 -5.87 -1.50
Se 4.07 -3.67 -1.39
C 2.29 4.19 -3.70
C 0.82 4.15 -3.24
C -0.06 4.55 -4.43
C 0.67 5.21 -2.14
C 0.46 2.71 -2.75
O 1.00 1.75 -3.66
C -1.06 2.40 -2.70
C -2.05 3.17 -1.81
C -1.91 2.94 -0.32
C -1.61 3.98 0.56
C -1.46 3.75 1.92
C -1.62 2.46 2.41
Cl -1.41 2.15 4.11
C -1.96 1.42 1.57
C -2.10 1.67 0.21
C 1.17 2.44 -1.41
N 1.65 1.07 -1.25
C 1.05 -0.11 -1.37
N 1.93 -1.07 -1.10
C 3.08 -0.40 -0.78
N 2.94 0.89 -0.87
H 2.53 5.21 -4.02
H 2.48 3.53 -4.55
H 2.98 3.92 -2.91
H 0.28 5.51 -4.83
H -1.11 4.67 -4.14
H -0.02 3.83 -5.25
H 0.90 6.19 -2.56
H 1.35 5.05 -1.30
H -0.35 5.26 -1.75
H 0.79 2.01 -4.56
H -1.14 1.34 -2.45
H -1.42 2.47 -3.73
H -3.04 2.82 -2.10
H -2.04 4.24 -2.03
H -1.50 4.99 0.19
H -1.22 4.56 2.59
H -2.12 0.43 1.98
H -2.38 0.85 -0.45
H 0.52 2.69 -0.57
H 2.08 3.03 -1.32
H 0.04 -0.26 -1.69
H 4.00 -0.89 -0.51

Atomic partial charges in e from the Mulliken method, atoms 1 to 8:
1. Au 0.63
2. N 0.06
3. P 0.05
4. C 0.06
5. C 0.02
6. C -0.76
7. C -0.55
8. C -0.56